Record 1
Formula: C3H8NP
Source: the Open Molecules 2025 dataset
Level of theory: ωB97M-V with the def2-TZVPD basis set

As for the lowest unoccupied orbital energy: -0.33 eV. The strongest force on any atom comes out at 0.0383 Eh/bohr. Its SMILES is N#[PH2].C1CC1. Its relative energy (zero: lowest compared OMol25 entry of this formula, charge and spin) is 81.51 kcal/mol.

CARTESIAN COORDINATES (ANGSTROEM)
N1 0.51847 -2.35539 0.02786
P1 0.13493 -1.94126 1.39392
H1 -1.14892 -1.83710 1.97569
H2 0.90185 -1.47279 2.47696
C1 0.39850 1.01126 0.06213
C2 -0.75334 1.30671 -0.84570
C3 0.21604 0.22073 -1.18909
H3 1.21452 1.71560 0.13151
H4 0.18044 0.52134 1.01106
H5 -1.74409 1.02751 -0.51722
H6 -0.73157 2.22321 -1.41717
H7 -0.09743 -0.81017 -1.11058
H8 0.91059 0.39034 -1.99938



Record 2
Formula: C88H104N22O28
Source: the Open Molecules 2025 dataset
Level of theory: ωB97M-V with the def2-TZVPD basis set

As for the lowest unoccupied orbital energy: -8.62 eV. The strongest force on any atom comes out at 0.1413 Eh/bohr. As for the charge: +4.

CARTESIAN COORDINATES (ANGSTROEM)
C1 11.72483 18.03282 23.66053
N1 12.48743 17.13770 24.55075
C2 13.83544 16.99368 24.40244
C3 14.52828 16.19702 25.26642
C4 13.92747 15.43079 26.22418
C5 12.49687 15.55940 26.30646
C6 11.79621 16.44013 25.51298
C7 14.68304 14.52540 27.09598
C8 15.92271 14.10090 26.73090
C9 16.73642 13.38608 27.59987
N2 16.29706 13.13682 28.87714
C10 15.07987 13.54744 29.28136
C11 14.25611 14.25648 28.42282
C12 17.16582 12.47157 29.82514
H1 12.03279 18.08252 22.60626
H2 11.77587 18.99831 24.18029
H3 10.72512 17.60429 23.72246
H4 14.25773 17.63225 23.63081
H5 15.59233 16.18124 25.12157
H6 11.98598 14.92644 27.01805
H7 10.73721 16.64293 25.64634
H8 16.34421 14.24885 25.74600
H9 17.76140 13.13311 27.36052
H10 14.90061 13.47282 30.34493
H11 13.28687 14.60734 28.74064
H12 17.01145 12.93010 30.80636
H13 18.20887 12.56112 29.51391
H14 16.84164 11.42800 29.88136
C13 22.27405 21.27529 42.93988
N3 21.32728 21.05860 41.80948
C14 21.72592 21.25493 40.58484
C15 20.89931 21.20743 39.50076
C16 19.52459 20.89913 39.74284
C17 19.12583 20.60236 41.02397
C18 20.01827 20.71144 42.06651
C19 18.52642 20.88405 38.64341
C20 18.75142 20.21354 37.47757
C21 17.79207 20.34213 36.46433
N4 16.66245 21.13292 36.60376
C22 16.53999 21.88684 37.73197
C23 17.39601 21.69290 38.78023
C24 15.75110 21.28695 35.47158
H15 22.36297 20.38230 43.55625
H16 21.86994 22.10461 43.55755
H17 23.20780 21.68842 42.55858
H18 22.78036 21.39851 40.43048
H19 21.28846 21.52881 38.54139
H20 18.10296 20.37381 41.30478
H21 19.76264 20.53726 43.10369
H22 19.64267 19.61634 37.30765
H23 17.85803 19.84392 35.51407
H24 15.68224 22.54180 37.80340
H25 17.26378 22.32848 39.64479
H26 15.83532 22.27386 35.01909
H27 14.73808 21.13178 35.85058
H28 15.95562 20.53578 34.70257
C25 23.58055 33.40216 40.62322
N5 23.73365 32.05071 40.00781
C26 24.89796 31.39419 40.08341
C27 25.00003 30.12205 39.62579
C28 23.89527 29.45668 39.02095
C29 22.73625 30.19414 38.88154
C30 22.66074 31.44721 39.44066
C31 24.00122 28.08715 38.46869
C32 22.98362 27.55044 37.65434
C33 23.10671 26.22104 37.24849
N6 24.19270 25.51248 37.51050
C34 25.12896 25.97970 38.37703
C35 25.07505 27.26093 38.84747
C36 24.36694 24.15944 36.96163
H29 22.58205 33.46206 41.08343
H30 23.65380 34.22712 39.89110
H31 24.42445 33.57205 41.31862
H32 25.72841 31.93471 40.49933
H33 25.93939 29.60766 39.75254
H34 21.82788 29.80572 38.45455
H35 21.70279 31.93225 39.52544
H36 22.08286 28.08029 37.36783
H37 22.31302 25.81002 36.62210
H38 25.94525 25.30737 38.58475
H39 25.82856 27.61267 39.53906
H40 23.55293 23.91823 36.28209
H41 24.39230 23.46454 37.80121
H42 25.33058 24.10194 36.43860
C37 18.77607 18.87876 15.04157
N7 18.59452 19.00646 16.45895
C38 18.23950 17.94421 17.20124
C39 18.13144 17.99702 18.60823
C40 18.29039 19.27426 19.21739
C41 18.51446 20.39858 18.44627
C42 18.66722 20.22561 17.07467
C43 18.18464 19.39371 20.70536
C44 17.33540 20.29356 21.31252
C45 17.26033 20.40308 22.66606
N8 18.06148 19.60036 23.44507
C46 18.90946 18.71790 22.91926
C47 18.97404 18.57531 21.53301
C48 17.92154 19.72324 24.92441
H43 19.10333 19.79370 14.57241
H44 17.75566 18.77060 14.69111
H45 19.40916 18.00971 14.83961
H46 18.28016 17.00486 16.67246
H47 17.81947 17.14197 19.17723
H48 18.52438 21.42409 18.77251
H49 18.84709 21.08300 16.43593
H50 16.71392 20.93135 20.69984
H51 16.72921 21.15460 23.23358
H52 19.37633 18.03166 23.62408
H53 19.67759 17.93280 21.02423
H54 18.87209 19.38718 25.35198
H55 17.07308 19.16515 25.32465
H56 17.69188 20.78274 25.06627
C49 22.02158 17.95650 27.78853
N9 22.20904 19.11876 28.67247
C50 22.52221 19.00658 29.99415
C51 22.68207 20.13701 30.75976
C52 22.44123 21.45125 30.16356
C53 22.06339 21.50714 28.87359
C54 21.96749 20.34947 28.11710
C55 22.63992 22.66555 31.00242
C56 21.56466 23.53467 31.23511
C57 21.68558 24.62179 32.07772
N10 22.86841 24.88770 32.57682
C58 23.91458 24.04294 32.34781
C59 23.87324 22.90454 31.58868
C60 23.01775 26.09711 33.41760
H57 21.12110 17.42028 28.10317
H58 22.81640 17.31369 28.16423
H59 22.02027 18.14941 26.71813
H60 22.70952 17.99671 30.34776
H61 22.97516 20.12061 31.79641
H62 21.90983 22.48074 28.42100
H63 21.67167 20.22524 27.09858
H64 20.56210 23.34240 30.86388
H65 20.86616 25.31560 32.24597
H66 24.80991 24.32286 32.86837
H67 24.71227 22.22194 31.56278
H68 23.42224 26.92358 32.82662
H69 23.73529 25.82378 34.19752
H70 22.03363 26.32180 33.83903
C61 16.04761 17.54867 28.40583
N11 16.71177 18.39747 29.39092
C62 17.98624 18.15507 29.73379
C63 18.58271 18.90900 30.69228
C64 17.89270 19.93279 31.32940
C65 16.57863 20.16055 30.98635
C66 15.98844 19.41409 29.97061
C67 18.57052 20.74039 32.38748
C68 19.59179 20.21228 33.14188
C69 20.21390 20.98950 34.11327
N12 19.83920 22.24584 34.32076
C70 18.84580 22.82478 33.61374
C71 18.16598 22.09632 32.63091
C72 20.56421 23.10066 35.30734
H71 14.96916 17.69209 28.52001
H72 16.35795 16.52489 28.61455
H73 16.29287 17.88904 27.38656
H74 18.42472 17.30064 29.23649
H75 19.61173 18.77288 30.96761
H76 15.99359 20.87031 31.55616
H77 15.01874 19.59426 29.50608
H78 19.87578 19.17226 33.09658
H79 21.06984 20.69287 34.70835
H80 18.63179 23.87730 33.79172
H81 17.46428 22.66070 32.00845
H82 20.87714 22.52028 36.17290
H83 19.87703 23.88130 35.62438
H84 21.39748 23.49383 34.72826
C73 11.85006 12.54867 34.67632
N13 11.50654 13.62175 33.74482
C74 12.06096 13.65582 32.49180
C75 11.80156 14.74773 31.67871
C76 11.02436 15.79853 32.15094
C77 10.45550 15.70891 33.41563
C78 10.73547 14.62038 34.21764
C79 10.89486 17.01664 31.34241
C80 11.89913 17.44641 30.51346
C81 11.77830 18.60231 29.72922
N14 10.65308 19.30840 29.74798
C82 9.62897 18.88166 30.55987
C83 9.70724 17.74056 31.34457
C84 10.51203 20.61190 28.96165
H85 11.81497 11.64726 34.06326
H86 11.09216 12.46682 35.43429
H87 12.84726 12.70044 35.08862
H88 12.77547 12.87842 32.24256
H89 12.22966 14.79937 30.68724
H90 9.83576 16.49998 33.80231
H91 10.41792 14.52841 35.24423
H92 12.83771 16.92193 30.47473
H93 12.57037 18.93948 29.08030
H94 8.68684 19.40891 30.56525
H95 8.84277 17.46864 31.92769
H96 10.61915 21.50066 29.58681
H97 9.46846 20.49029 28.69675
H98 11.24965 20.68155 28.13935
N15 19.18157 15.99144 25.80768
O1 17.99611 16.35407 25.88781
O2 19.47066 14.83424 25.99734
O3 20.02672 16.85259 25.50993
N16 17.53139 25.89774 31.72903
O4 17.05742 24.90726 32.26248
O5 16.85186 26.90719 31.62357
O6 18.71682 25.84217 31.31659
N17 20.67480 24.68172 38.75483
O7 20.55250 25.78570 39.21832
O8 21.82272 24.11829 38.77000
O9 19.67904 24.12921 38.25470
N18 14.14329 20.34775 26.06530
O10 14.69261 20.19008 24.96474
O11 13.89461 19.26820 26.69771
O12 13.81905 21.37630 26.48910
N19 24.15455 21.09488 35.47205
O13 23.36582 20.98228 36.34660
O14 23.90376 20.73627 34.37160
O15 25.22734 21.50612 35.69811
N20 19.49772 26.86669 35.29351
O16 20.27890 26.95092 36.20624
O17 19.78801 26.31583 34.22700
O18 18.43787 27.31986 35.40272
N21 13.39456 22.22854 31.23041
O19 13.73613 21.92090 32.36114
O20 13.01224 23.36510 31.02894
O21 13.48287 21.40820 30.33699
N22 20.87064 15.22395 29.98742
O22 22.05585 15.45647 29.83999
O23 20.12990 16.12367 30.32970
O24 20.43312 14.10240 29.82220
C85 17.05700 15.44027 32.01402
C86 15.58818 15.41627 31.90589
O25 14.95829 14.65150 32.66596
O26 15.03789 16.09190 30.99531
H99 17.48913 14.53889 32.48465
H100 17.42755 16.25716 32.64086
H101 17.46525 15.53520 31.00720
C87 19.77127 16.33034 36.60505
C88 19.68158 17.47556 35.59256
O27 20.66617 18.22634 35.48207
O28 18.58581 17.51520 34.97014
H102 18.86035 16.19834 37.21124
H103 20.71768 16.37847 37.15426
H104 19.80277 15.42177 35.98606



Record 3
Formula: C11H15GdO8P
Source: the Open Molecules 2025 dataset
Level of theory: ωB97M-V with the def2-TZVPD basis set

As for the lowest unoccupied orbital energy (spin up / spin down): -14.18 / -14.29 eV. Its expectation value of S² is 16.07. The strongest force on any atom comes out at 0.3136 Eh/bohr. As for the charge: +3. Its spin multiplicity is 8.

CARTESIAN COORDINATES (ANGSTROEM)
O1 0.00019 3.82629 -1.37581
C1 -0.00074 2.67494 -0.97991
Gd1 0.00596 0.31978 0.05106
O2 -0.00057 -1.15650 -2.93205
C2 -0.00027 -0.68068 -1.87325
C3 0.00543 -1.87680 0.67272
O3 -0.00082 -2.90855 1.04574
C4 -1.99387 -0.00860 -0.00542
O4 -3.16482 -0.09106 0.03562
C5 2.00707 -0.01039 -0.00127
O5 3.14840 -0.08972 0.03289
C6 -1.28101 -2.47493 3.95965
C7 -1.73949 -1.13289 3.47597
O6 -0.77123 -0.12766 3.96952
P1 -0.17966 0.75696 2.70301
O7 1.32778 0.08335 2.94422
C8 2.19829 0.86499 3.87269
C9 1.67458 0.84092 5.28922
O8 0.27860 2.19400 1.69581
C10 -0.15550 3.48515 2.43554
C11 -1.61424 3.73669 2.15653
H1 -0.29952 -2.72148 3.56970
H2 -2.00619 -3.20826 3.61659
H3 -1.24755 -2.47284 5.04381
H4 -1.80230 -1.11447 2.36247
H5 -2.67591 -0.81323 3.87381
H6 3.12824 0.42356 3.78741
H7 2.21501 1.87197 3.44781
H8 1.62800 -0.18246 5.66654
H9 2.39701 1.39948 5.89622
H10 0.70162 1.31753 5.41017
H11 0.06498 3.30443 3.48000
H12 0.48571 4.17913 2.02385
H13 -2.26785 2.95827 2.54502
H14 -1.83815 4.67577 2.65271
H15 -1.78596 3.85822 1.08262



Record 4
Formula: C28H27N5O2Ti
Source: the Open Molecules 2025 dataset
Level of theory: ωB97M-V with the def2-TZVPD basis set

As for the lowest unoccupied orbital energy (spin up / spin down): 0.22 / 0.16 eV. Its expectation value of S² is 2.02. The strongest force on any atom comes out at 0.0474 Eh/bohr. Its spin multiplicity is 3. Its relative energy (zero: lowest compared OMol25 entry of this formula, charge and spin) is 8.84 kcal/mol.

CARTESIAN COORDINATES (ANGSTROEM)
Ti1 0.41956 -0.41702 0.05419
O1 4.13933 1.04564 0.55259
C1 3.20477 0.29001 0.39897
N1 2.05416 0.34426 1.08027
C2 1.83372 1.61527 1.67010
C3 1.47279 2.64549 0.56198
C4 1.61757 4.01199 0.68888
C5 1.32812 4.90504 -0.34553
C6 0.90182 4.33669 -1.52349
C7 0.74428 2.96099 -1.56761
N2 0.99288 2.06578 -0.57596
C8 3.28984 -0.75828 -0.66172
C9 4.52893 -1.15148 -1.12980
C10 4.61408 -2.11969 -2.13493
C11 3.39793 -2.65742 -2.53942
C12 2.20154 -2.21850 -1.93513
N3 2.12657 -1.26334 -0.98219
H1 0.95949 1.52452 2.34429
H2 2.70949 2.00557 2.14892
H3 2.02194 4.43261 1.60591
H4 1.45556 5.99899 -0.25048
H5 0.61372 4.94434 -2.40695
H6 0.31926 2.53469 -2.44596
H7 5.37096 -0.66152 -0.63714
H8 5.55648 -2.52820 -2.49065
H9 3.31310 -3.36869 -3.35348
H10 1.23871 -2.66915 -2.18738
C13 -3.53151 1.92694 -2.55679
C14 -4.07882 0.93710 -1.77025
C15 -3.33147 -0.12014 -1.31122
C16 -1.95641 -0.25319 -1.69106
C17 -1.45095 0.66321 -2.56652
C18 -2.18244 1.79951 -2.91627
N4 -1.11609 -1.20370 -1.12186
N5 -1.75101 -2.33681 -0.76708
C19 -0.92411 -3.10642 0.08448
C20 -1.24306 -4.47502 0.34623
C21 -0.44536 -5.26747 1.13749
C22 0.69274 -4.69629 1.71846
C23 0.89329 -3.35264 1.54226
C24 0.17421 -2.48688 0.70930
H11 -4.13860 2.77056 -2.93189
H12 -5.08067 1.01075 -1.34244
H13 -3.80276 -0.77655 -0.63228
H14 -0.41913 0.62436 -2.92462
H15 -1.79876 2.61210 -3.55156
H16 -2.13094 -4.98494 -0.05980
H17 -0.76657 -6.31338 1.30270
H18 1.42009 -5.35385 2.20090
H19 1.81790 -2.97762 1.98330
C25 -2.43098 1.62561 2.88240
C26 -2.86450 0.15394 2.96902
C27 -1.72625 -0.60453 2.28151
O2 -1.09638 0.37603 1.44032
C28 -1.54161 1.69277 1.64918
H20 -1.83868 1.94127 3.74551
H21 -3.24623 2.33423 2.70059
H22 -3.84634 -0.00101 2.54155
H23 -2.98490 -0.15111 3.99022
H24 -2.12615 -1.30941 1.59039
H25 -0.96730 -0.94044 2.93542
H26 -1.93670 2.05218 0.67170
H27 -0.67009 2.34222 1.78244



Number 1: energy -14015.236 eV. Number 2: energy -182986.396 eV. Number 3: energy -58113.293 eV. Number 4: energy -64134.110 eV.